Computed, not measured: a cluster of 2 separate species, C7H14O in total, with ωB97M-V with the def2-TZVPD basis set.

Calculated values
Relative energy (zero: lowest compared OMol25 entry of this formula, charge and spin) (kcal per mole): 78.30
Orbital gap (eV): 9.083
Highest occupied orbital energy (hartree): -0.306

Structure (XYZ):
```
22
Properties=species:S:1:pos:R:3:forces:R:3
C 0.432952 0.873862 2.269594 0.40 0.99 3.35
C 0.591210 -0.367067 1.844541 0.22 2.15 -2.24
C 0.911679 -0.588678 0.378652 1.57 -1.16 0.37
C -0.345615 -0.535805 -0.398439 -1.46 -1.61 -0.63
C -0.878104 -1.611917 -1.028847 -0.64 4.07 -1.17
C -1.205461 0.671602 -0.308338 -1.55 -1.19 -4.63
C -2.535352 0.572687 0.382468 -0.12 -0.02 0.05
H 0.449479 1.134887 3.399110 -0.81 -0.68 -1.87
H 0.380540 1.765645 1.655747 0.75 -0.22 -0.22
H 0.253021 -1.199709 2.359508 0.18 -1.53 1.52
H 1.720893 0.162461 -0.010981 -1.67 -1.36 0.63
H 1.336569 -1.652268 0.297971 -0.31 1.55 -0.16
H -0.611617 -2.547466 -0.824478 1.83 -3.74 0.46
H -1.585885 -1.522742 -1.877318 -0.17 0.23 1.14
H -0.684247 1.517210 -0.082674 1.34 2.31 1.04
H -1.526031 0.854520 -1.398760 0.60 -0.01 1.07
H -3.254177 -0.120062 -0.050908 0.25 -0.01 -0.55
H -2.384123 0.179946 1.360326 -0.11 0.29 1.25
H -2.955063 1.576458 0.322200 -0.32 -0.08 0.63
O 2.636450 0.534643 -2.345138 -4.49 1.35 0.84
H 2.497766 1.343912 -2.842256 0.81 -0.28 -0.14
H 3.443416 0.141945 -2.384161 3.70 -1.04 -0.71
```
Positions in Å, forces in eV/Å.

Results of the natural (NBO) charge analysis, in e, for atoms 1 through 8: number 1, C, carries -0.401; number 2, C, carries -0.175; number 3, C, carries -0.490; number 4, C, carries 0.061; number 5, C, carries -0.414; number 6, C, carries -0.443; number 7, C, carries -0.591; number 8, H, carries 0.196


Computed, not measured: a structure of composition C10H10ClO2P, with ωB97M-V with the def2-TZVPD basis set.

Calculated values
Relative energy (zero: lowest compared OMol25 entry of this formula, charge and spin) (kcal per mole): 4.75
Orbital gap (eV): 9.259
Highest occupied orbital energy (hartree): -0.328

Structure (XYZ):
```
24
Properties=species:S:1:pos:R:3:forces:R:3
C -2.822170 -1.587431 -0.460347 0.00 0.95 0.11
C -2.853483 -0.971092 0.796107 1.90 -1.50 -1.78
C -1.638098 -1.398949 -1.227571 -1.82 -1.63 -2.18
C -1.720627 -0.466655 1.385758 2.14 -0.92 -4.43
C -0.441690 -0.960778 -0.728595 -0.37 2.10 1.16
C -0.492049 -0.453962 0.595602 -1.87 -0.30 0.70
C 0.813426 1.605800 0.884300 -1.40 2.51 -1.66
C 0.363406 2.190935 -0.226724 1.42 -1.39 1.34
C 0.701340 0.191639 1.223647 -1.29 -0.63 -2.59
C -0.080455 2.617046 -1.361900 -2.25 -0.22 -1.07
O 3.329544 -1.844533 -0.622293 0.61 -0.54 0.07
O 1.818606 -0.503521 0.853602 3.15 -1.59 -1.37
P 2.648577 -0.557717 -0.611518 -1.98 0.54 1.12
Cl 4.999445 0.772018 0.056808 0.47 0.89 0.24
H -3.805522 -2.105769 -0.696770 1.74 0.73 -0.65
H -3.724080 -1.143280 1.293474 -2.28 0.08 1.83
H -1.654612 -1.598075 -2.331021 -0.13 -0.27 1.14
H -1.772685 -0.199428 2.366070 0.32 1.11 2.57
H 0.395784 -0.718752 -1.448363 -0.98 -0.60 1.09
H 1.087572 2.207279 1.703965 0.77 1.00 0.66
H 0.564161 0.065429 2.231648 0.08 -0.05 2.72
H -1.219422 2.781699 -1.347402 1.79 0.08 -0.33
H 5.082959 -0.490604 0.033972 0.23 -0.67 0.01
H 0.420062 2.568708 -2.362445 -0.23 0.34 1.30
```
Positions in Å, forces in eV/Å.

Results of the natural (NBO) charge analysis, in e, for atoms 1 through 8: number 1, C, carries -0.221; number 2, C, carries -0.193; number 3, C, carries -0.187; number 4, C, carries -0.219; number 5, C, carries -0.251; number 6, C, carries 0.025; number 7, C, carries -0.330; number 8, C, carries 0.138


Computed, not measured: the molecule C2H5N3O, with ωB97M-V with the def2-TZVPD basis set.

Calculated values
Relative energy (zero: lowest compared OMol25 entry of this formula, charge and spin) (kcal per mole): 76.17
Orbital gap (eV): 10.770
Highest occupied orbital energy (hartree): -0.370

Structure (XYZ):
```
11
Properties=species:S:1:pos:R:3:forces:R:3
H -0.888261 -0.128274 -1.577588 -1.51 -0.60 -0.34
N -0.044282 0.375149 -1.667459 2.07 1.71 3.23
C 0.236299 0.759302 -0.420637 2.17 -1.38 -3.50
N 1.471865 1.401871 -0.100756 -0.29 -1.00 -1.32
C -0.568555 0.362161 0.721973 -0.62 -0.90 0.68
N -0.860919 -0.832271 1.121244 -1.04 2.16 0.57
O -0.526325 -1.904382 0.399694 0.08 -0.66 0.49
H 2.264572 1.150312 -0.743326 -1.43 0.54 0.68
H 1.763680 1.298893 0.860114 -0.22 0.03 0.04
H -0.988726 1.198824 1.249240 -0.15 -0.11 0.86
H 0.086224 -1.626722 -0.265215 0.94 0.19 -1.39
```
Positions in Å, forces in eV/Å.

Results of the natural (NBO) charge analysis, in e, for atoms 1 through 8: number 1, H, carries 0.332; number 2, N, carries -0.665; number 3, C, carries 0.357; number 4, N, carries -0.812; number 5, C, carries -0.116; number 6, N, carries -0.043; number 7, O, carries -0.503; number 8, H, carries 0.402


Computed, not measured: the molecule C3H4N4S, with ωB97M-V with the def2-TZVPD basis set.

Calculated values
Relative energy (zero: lowest compared OMol25 entry of this formula, charge and spin) (kcal per mole): 13.89
Orbital gap (eV): 7.455
Highest occupied orbital energy (hartree): -0.327

Structure (XYZ):
```
12
Properties=species:S:1:pos:R:3:forces:R:3
N 2.189674 -1.166279 -0.008006 0.10 0.03 1.62
N 1.556837 0.077047 -0.008962 0.36 0.78 0.04
C 0.239628 0.222591 -0.005396 0.09 -0.39 -0.02
N -0.620209 -0.779890 -0.001717 0.33 0.46 -0.06
C -1.833047 -0.143527 -0.008177 -0.23 0.19 0.08
S -3.330020 -0.765249 -0.006136 0.12 0.05 -0.01
C -1.538017 1.342939 -0.002610 1.01 -0.47 -0.03
N -0.269870 1.557664 -0.007975 -0.71 -0.28 0.06
H 1.843790 -1.698858 0.809210 0.30 0.44 -0.51
H 1.869763 -1.672730 -0.794644 -0.36 -0.58 -1.09
H 2.158186 0.907426 0.024723 -0.54 -0.66 -0.05
H -2.266712 2.118865 0.009694 -0.47 0.43 -0.02
```
Positions in Å, forces in eV/Å.

Results of the natural (NBO) charge analysis, in e, for atoms 1 through 8: number 1, N, carries -0.622; number 2, N, carries -0.383; number 3, C, carries 0.557; number 4, N, carries -0.589; number 5, C, carries -0.040; number 6, S, carries 0.061; number 7, C, carries 0.109; number 8, N, carries -0.446


Computed, not measured: the molecule C19H19F3N2O3, with ωB97M-V with the def2-TZVPD basis set.

Calculated values
Relative energy (zero: lowest compared OMol25 entry of this formula, charge and spin) (kcal per mole): 64.14
Orbital gap (eV): 8.250
Highest occupied orbital energy (hartree): -0.293

Structure (XYZ):
```
46
Properties=species:S:1:pos:R:3:forces:R:3
C -3.903753 -2.522366 -1.271680 4.19 0.74 -0.88
C -3.523566 -1.059036 -1.207073 1.55 -0.19 2.55
C -2.508426 -0.756733 -0.297448 -2.57 1.85 -2.53
C -2.110723 0.670130 -0.233396 0.50 -1.12 0.49
C -0.900403 1.019040 0.540801 -0.46 2.41 0.94
C -0.956995 2.216122 1.264485 0.60 2.12 -0.41
C 0.249258 2.910240 1.664642 0.46 -1.68 0.54
C 1.511700 2.187420 1.499419 -1.51 0.03 1.97
C 1.514427 0.842225 0.985802 -1.64 3.16 0.61
C 0.301584 0.368862 0.486660 1.11 -1.28 0.08
N 2.708683 0.125425 1.067735 0.09 -0.54 -2.26
C 3.165239 -0.659498 -0.144888 -1.95 -0.88 1.11
C 2.865888 -2.162157 -0.033941 1.93 -0.33 -0.02
O 1.532317 -2.512569 -0.171964 -1.68 -3.07 -0.20
C 1.164967 -3.940499 -0.197734 -0.26 3.15 1.56
F 1.204075 -4.576555 1.044217 0.05 1.35 -1.99
F -0.123428 -3.795978 -0.561845 0.91 -1.38 0.01
F 1.899332 -4.676348 -1.018213 -0.62 0.52 0.14
C 3.557481 0.338018 2.105468 2.38 -1.19 0.81
O 4.570258 -0.334241 2.223159 0.11 -0.28 -0.42
C 3.305538 1.407868 3.111745 -1.64 0.65 -0.68
C 2.782018 2.594615 2.310769 -2.59 1.90 1.46
C -2.690108 1.638693 -1.022852 0.76 -0.92 -1.19
N -3.545106 1.252930 -2.072767 1.28 0.79 -0.02
C -3.141042 1.946691 -3.406418 0.07 1.68 1.73
C -4.080466 -0.058897 -2.125362 2.58 1.00 0.31
O -4.721623 -0.336003 -3.085218 -2.15 -1.11 -1.96
H -3.039607 -3.046965 -1.844344 -1.57 0.61 0.72
H -3.900625 -2.935852 -0.297197 -0.26 -0.44 0.94
H -4.770950 -2.650394 -1.771228 -2.85 -0.70 -1.55
H -2.160848 -1.607370 0.289463 0.53 0.73 0.12
H -2.000017 2.633305 1.293979 1.39 0.10 0.48
H 0.280753 3.885668 2.288076 -0.30 -1.78 -1.35
H 0.267745 -0.634561 0.161949 0.21 -1.01 -0.80
H 2.866835 -0.221525 -1.086792 -1.41 0.29 0.05
H 4.181036 -0.631767 -0.369695 2.27 0.29 1.02
H 3.217668 -2.522390 0.925845 0.27 0.19 0.39
H 3.482695 -2.691779 -0.780945 -0.21 0.26 -0.04
H 4.141292 1.631089 3.752999 0.66 -0.15 -0.36
H 2.543019 1.044104 3.791240 -0.51 0.03 0.13
H 2.631375 3.563966 2.969494 -0.15 -2.04 -1.14
H 3.431825 2.935996 1.581665 2.08 0.41 -1.33
H -2.320990 2.696258 -1.169481 -0.30 -1.50 0.79
H -3.883424 2.737239 -3.739644 0.85 -1.01 0.61
H -2.997983 1.262587 -4.206962 -0.29 -1.00 -0.35
H -2.096927 2.424992 -3.242523 -1.93 -0.65 -0.12
```
Positions in Å, forces in eV/Å.

Results of the natural (NBO) charge analysis, in e, for atoms 1 through 8: number 1, C, carries -0.620; number 2, C, carries -0.070; number 3, C, carries -0.156; number 4, C, carries -0.121; number 5, C, carries -0.051; number 6, C, carries -0.204; number 7, C, carries -0.211; number 8, C, carries -0.021


Computed, not measured: the molecule C5H9NS, with ωB97M-V with the def2-TZVPD basis set.

Calculated values
Relative energy (zero: lowest compared OMol25 entry of this formula, charge and spin) (kcal per mole): 153.19
Orbital gap (eV): 9.537
Highest occupied orbital energy (hartree): -0.328

Structure (XYZ):
```
16
Properties=species:S:1:pos:R:3:forces:R:3
C -1.886947 -0.128004 0.219931 -2.43 -3.70 -0.92
N -0.614789 0.005667 -0.623164 -1.14 0.48 5.59
C 0.234036 -1.125925 0.012929 -0.06 -1.86 -4.54
C 1.567895 -0.501366 -0.529390 -0.87 -1.10 -2.38
S 3.205079 -0.080982 0.036265 -0.69 0.81 0.09
C 1.444789 0.615457 0.290682 0.37 1.14 5.29
C 0.149731 1.307773 -0.128362 2.62 -0.77 -4.73
H -1.832280 -0.824584 1.292029 0.16 2.81 -2.65
H -2.464145 0.801022 0.200402 0.39 -0.05 0.78
H -2.704176 -0.876072 -0.351425 2.33 1.76 1.02
H 0.134177 -1.272941 1.189111 0.26 -0.18 -2.92
H -0.083120 -1.903944 -0.822439 0.36 0.25 2.80
H 1.450201 -0.026075 -1.588733 0.09 -1.98 1.42
H 1.278666 0.138429 1.372072 0.42 2.04 -1.90
H 0.343742 1.870573 -1.106560 -0.36 -0.50 1.26
H -0.222852 2.000977 0.536656 -1.42 0.83 1.78
```
Positions in Å, forces in eV/Å.

Results of the natural (NBO) charge analysis, in e, for atoms 1 through 8: number 1, C, carries -0.462; number 2, N, carries -0.415; number 3, C, carries -0.273; number 4, C, carries -0.409; number 5, S, carries 0.173; number 6, C, carries -0.258; number 7, C, carries -0.267; number 8, H, carries 0.191